1.
Below is an isolated ion of composition C5H10NO and charge +1, with properties calculated with ωB97M-V/def2-TZVPD.

```
17
Properties=species:S:1:pos:R:3:lowdin_charge:R:1
N -2.590 -0.379 0.029 0.1758
C -1.341 -0.956 0.569 -0.0994
C -0.374 -0.030 0.756 -0.0616
C 1.129 -0.431 0.773 -0.1291
C 1.968 0.633 -0.072 -0.1362
C 1.501 0.733 -1.496 -0.2202
O 0.328 0.515 -1.786 0.0254
H -3.343 -0.985 0.289 0.1524
H -2.478 -0.083 -0.933 0.1635
H -2.835 0.573 0.529 0.2231
H -1.163 -2.004 0.309 0.1383
H -0.700 1.017 0.820 0.1295
H 1.325 -1.457 0.345 0.1394
H 1.448 -0.507 1.796 0.1041
H 3.079 0.458 0.007 0.1318
H 1.883 1.751 0.238 0.1589
H 2.162 1.152 -2.175 0.1042
```

Results
Total charge: +1
Spin multiplicity: 1
Orbital gap (Eh): 0.362


2.
Below is a 2-piece molecular cluster, C5H10NO overall, with properties calculated with ωB97M-V/def2-TZVPD.

```
17
Properties=species:S:1:pos:R:3:lowdin_charge:R:1
O -1.716 -1.679 -0.519 0.0801
C -1.040 -0.986 -1.232 -0.2380
C -0.982 0.492 -0.906 -0.1372
C -0.562 0.816 0.531 -0.1172
C 0.862 0.447 0.734 -0.3022
C 1.866 1.094 -0.024 0.0711
N 1.274 -0.532 1.513 0.2581
H -0.607 -1.405 -2.152 0.1321
H -0.396 1.075 -1.624 0.1123
H -1.988 0.862 -1.125 0.1407
H -1.232 0.377 1.271 0.1348
H -0.723 1.888 0.668 0.1394
H 2.917 1.074 0.221 0.0549
H 1.635 2.129 -0.294 0.0158
H 2.722 2.226 -1.725 0.3462
H 0.838 -0.740 2.400 0.1612
H 2.162 -0.942 1.264 0.1478
```

Results
Total charge: +1
Spin multiplicity: 1
Orbital gap (Eh): 0.214


From most stable to least stable, the computed energies give 1, 2.


1.
Below is a 2-piece molecular cluster, C5H10NO overall, with properties calculated with ωB97M-V/def2-TZVPD.

```
17
Properties=species:S:1:pos:R:3:lowdin_charge:R:1
C -0.618 -0.949 -2.792 -0.0254
C -0.181 -1.302 -1.351 -0.2360
C 0.684 1.731 0.905 0.0428
C 0.453 0.436 1.556 -0.3259
C 0.790 -0.682 2.145 0.1551
N -0.626 1.317 1.525 0.1542
O -0.374 -0.590 -0.382 -0.0167
H 0.426 -0.516 -3.003 0.1204
H -0.615 -1.820 -3.422 0.0672
H 0.249 -2.320 -1.393 0.1324
H 1.285 2.607 1.335 0.1645
H 0.611 1.836 -0.197 0.1369
H 1.724 -1.129 2.194 0.0728
H -1.460 -0.285 -2.955 0.0818
H -0.047 -1.244 2.560 0.1054
H -0.898 1.732 2.402 0.1862
H -1.404 1.176 0.874 0.1844
```

Results
Total charge: +1
Spin multiplicity: 1
Orbital gap (Eh): 0.374


2.
Below is an isolated ion of composition C5H10NO and charge +1, with properties calculated with ωB97M-V/def2-TZVPD.

```
17
Properties=species:S:1:pos:R:3:lowdin_charge:R:1
O -1.333 -1.128 1.960 0.0996
C -0.496 -1.403 1.116 -0.1675
C 0.573 -0.412 0.738 -0.1962
C 0.994 -0.491 -0.714 -0.1771
C -0.273 -0.088 -1.411 -0.1437
C -0.579 1.190 -0.553 -0.1133
N -0.132 1.004 0.847 0.0834
H -0.513 -2.363 0.688 0.1336
H 1.386 -0.436 1.489 0.1775
H 1.319 -1.533 -0.920 0.1395
H 1.987 0.165 -0.849 0.1823
H -1.107 -0.863 -1.318 0.1464
H -0.069 0.227 -2.503 0.1609
H 0.231 1.954 -0.849 0.1622
H -1.628 1.531 -0.584 0.1455
H 0.447 1.772 1.223 0.1913
H -0.809 0.873 1.640 0.1755
```

Results
Total charge: +1
Spin multiplicity: 1
Orbital gap (Eh): 0.408


3.
Below is an isolated ion of composition C5H10NO and charge +1, with properties calculated with ωB97M-V/def2-TZVPD.

```
17
Properties=species:S:1:pos:R:3:lowdin_charge:R:1
C -1.406 0.883 -1.359 0.1166
N -0.727 0.935 0.035 -0.0870
O -0.964 1.804 0.863 0.1926
C 0.211 -0.019 0.392 -0.4427
C 0.794 0.162 1.763 0.0132
C 0.042 -1.388 -0.186 -0.0382
C 1.191 -0.626 -0.655 0.0269
H -0.853 1.596 -1.960 0.1209
H -2.440 1.058 -1.220 0.1015
H -1.386 -0.128 -1.805 0.1048
H 1.394 1.025 1.946 0.0894
H 1.529 -0.700 1.750 0.1124
H -0.130 0.015 2.533 0.1673
H -0.714 -1.716 -0.820 0.1026
H 0.198 -2.118 0.574 0.1331
H 2.133 -0.790 -0.198 0.1132
H 1.129 0.007 -1.653 0.1735
```

Results
Total charge: +1
Spin multiplicity: 1
Orbital gap (alpha / beta) (Eh): 0.339 / 0.339


From most stable to least stable, the computed energies give 2, 1, 3.